# 1
DFT (ωB97M-V/def2-TZVPD) results for a molecular structure, C39H38AsBrN6O3Ru.

```
89
Properties=species:S:1:pos:R:3:forces:R:3
Ru 0.514055 0.914164 0.317203 0.730 0.519 -0.084
N 2.115246 0.934104 1.817108 0.014 -0.243 -0.030
C 3.279649 1.720755 1.369211 0.006 -0.038 0.045
C 4.600216 1.116918 1.873363 -0.033 0.024 0.053
C 5.003085 -0.242982 1.284359 -0.094 -0.024 0.013
C 5.501561 -0.247455 -0.171484 0.006 -0.010 0.000
N 6.251225 0.941964 -0.554953 0.066 -0.035 0.009
C 7.535728 1.145466 -0.390108 0.011 -0.005 -0.008
N 8.057252 2.333241 -0.730078 0.004 -0.008 -0.010
N 8.344218 0.205232 0.115213 0.001 0.006 0.010
C 3.250374 1.820677 -0.156565 0.080 0.208 -0.089
O 4.146747 2.488951 -0.693539 -0.015 -0.058 -0.026
O 2.326092 1.207609 -0.767794 -0.010 -0.326 0.043
H 1.846710 1.130201 2.776764 0.036 0.186 -0.036
H 2.396392 -0.043968 1.838267 -0.093 -0.018 0.054
H 3.200515 2.742281 1.743671 -0.088 -0.029 0.043
H 4.507521 0.985053 2.954770 0.016 0.059 0.006
H 5.393428 1.851427 1.726636 0.018 -0.029 -0.054
H 4.158000 -0.939263 1.320425 0.049 -0.051 0.032
H 5.758963 -0.681855 1.939475 0.049 0.074 -0.003
H 4.660712 -0.303149 -0.861112 0.000 0.060 -0.007
H 6.103737 -1.136707 -0.366179 -0.045 -0.029 -0.001
H 5.630755 1.739346 -0.779300 -0.017 0.013 0.002
H 7.485373 3.008718 -1.208403 -0.002 0.002 0.006
H 9.044310 2.507460 -0.675830 -0.004 0.002 0.009
H 7.978524 -0.678483 0.418524 -0.001 -0.003 -0.003
H 9.336713 0.346188 0.169399 0.000 -0.006 -0.011
O -0.378646 1.255518 -1.374226 -0.066 0.150 0.026
C -1.352838 2.108521 -1.647931 -0.052 -0.318 0.176
C -2.195718 1.832883 -2.734029 -0.052 0.034 -0.079
C -3.218749 2.692089 -3.069134 0.040 -0.063 0.001
C -3.441569 3.858422 -2.335171 -0.013 0.017 0.005
C -2.617481 4.144754 -1.271812 0.063 0.027 -0.011
C -1.565664 3.286721 -0.916494 -0.109 0.095 -0.073
C -0.725680 3.623024 0.215470 -0.196 -0.016 0.133
N -0.158548 2.786186 1.084310 0.115 -0.226 -0.089
C 0.448328 3.567996 2.052686 -0.084 -0.028 0.114
C 0.256843 4.874943 1.764200 -0.017 -0.002 0.008
N -0.473060 4.893083 0.599855 -0.080 -0.006 0.036
H -2.020483 0.923092 -3.293332 0.000 -0.005 0.003
H -3.862826 2.448913 -3.904637 -0.002 -0.005 0.001
H -4.258045 4.520316 -2.587087 -0.002 0.000 0.003
H -2.807386 5.031091 -0.676502 -0.010 -0.008 0.003
H 0.919187 3.145097 2.922100 0.069 -0.010 -0.047
H 0.561383 5.771901 2.271904 -0.011 0.000 0.008
H -0.768223 5.707587 0.088958 0.001 0.000 0.007
Br 1.109768 -5.186368 2.978151 0.006 0.018 0.007
C 0.861797 -3.452687 2.263318 -0.012 -0.017 0.014
C 0.214907 -2.486376 3.010042 -0.001 -0.027 -0.029
C 0.046399 -1.211293 2.474315 -0.225 0.029 -0.034
C 0.480620 -0.909326 1.190588 0.179 0.204 0.007
C 1.153477 -1.898249 0.463270 -0.240 -0.040 -0.087
C 1.333037 -3.169242 0.988123 -0.050 0.010 -0.023
H -0.154157 -2.719841 3.999569 -0.005 -0.004 -0.001
H -0.464693 -0.459669 3.068942 0.041 0.007 0.014
H 1.464277 -1.699574 -0.559084 0.128 0.016 0.046
H 1.817303 -3.943244 0.407734 0.005 0.005 -0.007
C -2.327929 -5.639174 1.277102 -0.010 0.000 0.002
C -1.732550 -5.487720 0.031713 -0.002 0.008 -0.005
C -1.695038 -4.239287 -0.570899 0.023 -0.002 0.040
C -2.265341 -3.133397 0.055229 -0.073 -0.008 0.050
C -2.862194 -3.291492 1.299954 0.003 -0.027 -0.006
C -2.891805 -4.541233 1.908480 0.002 0.020 -0.008
As -2.037022 -1.394581 -0.805140 0.018 -0.015 -0.310
C -3.243582 -1.613838 -2.317547 -0.105 -0.065 0.105
C -2.971133 -2.242834 -3.521233 0.003 -0.004 0.001
C -3.946869 -2.286961 -4.509450 -0.013 0.012 0.003
C -5.180807 -1.685253 -4.295036 0.014 0.007 0.005
C -5.449609 -1.037101 -3.097660 -0.005 0.002 -0.024
C -4.483317 -1.001404 -2.099515 0.026 0.072 0.041
C -4.615024 -0.324412 -0.791101 -0.009 -0.013 -0.053
C -5.737385 0.355462 -0.332607 -0.012 0.055 -0.007
C -5.717013 0.969852 0.911835 0.018 -0.006 -0.026
C -4.575507 0.924028 1.702292 0.009 -0.001 -0.016
C -3.448988 0.247677 1.249691 0.013 0.055 -0.004
C -3.474502 -0.385773 0.016923 0.022 -0.106 0.090
H -2.351966 -6.611083 1.752318 0.004 0.001 0.002
H -1.293463 -6.342077 -0.467848 -0.001 -0.001 0.001
H -1.215332 -4.128575 -1.538399 0.000 -0.001 -0.001
H -3.314334 -2.442709 1.798941 -0.010 -0.003 -0.002
H -3.362870 -4.655582 2.876869 0.002 -0.002 0.000
H -2.001818 -2.693267 -3.700830 -0.006 -0.016 0.006
H -3.744136 -2.784463 -5.448913 0.002 0.004 -0.002
H -5.935426 -1.714679 -5.070183 -0.003 -0.005 0.003
H -6.411169 -0.561092 -2.950514 -0.002 -0.006 0.004
H -6.630634 0.412650 -0.942070 -0.003 -0.007 0.005
H -6.596526 1.491867 1.265643 0.000 0.004 -0.001
H -4.564739 1.412919 2.668099 -0.002 0.001 0.000
H -2.552632 0.221370 1.860719 -0.008 -0.031 0.014
```
Positions in Å, forces in eV/Å.

Multiplicity = 2
Charge = +1
Gap between HOMO and LUMO (spin up / spin down) = 7.2 / 7.2 eV

And the Löwdin charges, in e, turn out to be: Ru 1.30; N -0.01; C -0.26; C -0.13; C -0.14; C -0.14; N 0.09; C -0.43; N 0.21; N 0.21; C -0.61; O 0.01; O -0.08; H 0.11; H 0.07; H 0.15; H 0.12; H 0.12; H 0.11; H 0.11; H 0.13; H 0.12; H 0.10; H 0.13; H 0.12; H 0.11; H 0.13; O -0.28; C -0.34; C -0.01; C -0.06; C -0.08; C -0.04; C -0.10; C -0.25; N 0.00; C -0.13; C -0.06; N 0.13; H 0.12; H 0.11; H 0.10; H 0.11; H 0.10; H 0.12; H 0.16; Br 0.75; C -0.70; C -0.13; C -0.13; C -0.37; C -0.15; C -0.13; H 0.11; H 0.10; H 0.10; H 0.11; C -0.10; C -0.09; C -0.13; C -0.37; C -0.10; C -0.08; As 1.38; C -0.33; C -0.10; C -0.08; C -0.08; C -0.02; C -0.20; C -0.19; C -0.02; C -0.07; C -0.08; C -0.11; C -0.33; H 0.10; H 0.10; H 0.10; H 0.09; H 0.11; H 0.10; H 0.10; H 0.10; H 0.11; H 0.11; H 0.10; H 0.10; H 0.08

# 2
DFT (ωB97M-V/def2-TZVPD) results for 6 unconnected molecules or ions with the total composition C39H38F8O8S3 at a distorted geometry.

```
96
Properties=species:S:1:pos:R:3:forces:R:3
C 5.305677 1.639780 5.734278 0.573 -0.789 0.926
C 4.051257 2.009400 4.928178 -1.117 0.861 2.853
C 3.539957 3.443990 5.313768 5.014 1.034 1.006
F 2.553197 3.948660 4.690678 -3.319 0.084 -1.966
F 3.468137 3.854150 6.596138 -1.043 -1.140 1.553
F 4.401217 2.173770 3.675358 0.523 -0.344 -2.057
F 3.077117 1.077980 4.995228 0.084 -0.279 0.063
O 5.088757 1.801270 7.162638 0.679 -0.347 0.134
C 6.250847 1.727010 7.973538 -2.514 1.520 -1.323
C 5.654407 1.630750 9.448618 0.255 -0.138 0.307
F 5.013857 0.445760 9.620318 0.726 -0.057 -0.281
F 6.608037 1.766280 10.433188 -0.496 -0.245 -1.186
F 7.058877 0.797950 7.529658 0.581 -1.699 0.532
F 6.940817 2.866910 7.749598 0.146 0.592 0.946
H 6.179527 2.176890 5.365508 -0.276 0.733 0.154
H 5.620747 0.607620 5.581018 -0.649 -0.256 -0.356
H 4.426927 4.020910 5.051948 0.439 0.014 -0.925
H 4.873807 2.372880 9.615978 0.394 0.455 -0.383
C -2.312553 7.760150 -1.337832 0.557 0.711 0.372
S -2.794993 6.001350 -1.517432 -2.352 1.866 0.363
O -4.256063 5.880720 -1.051522 2.372 0.099 -0.285
C -2.969453 6.214170 -3.257342 0.114 -1.143 -1.580
H -2.223853 8.008280 -0.280162 -0.329 0.094 -0.085
H -2.925473 8.456980 -1.909542 -1.089 -0.401 0.544
H -1.379913 8.077640 -1.804182 0.717 -1.055 0.112
H -3.598173 7.005390 -3.665742 -0.329 0.144 0.901
H -3.423903 5.256170 -3.509952 0.051 0.014 -0.593
H -2.023933 6.332550 -3.786562 0.286 -0.352 0.255
C 3.392067 6.119210 -9.797432 -0.593 -0.650 -0.490
S 1.724157 5.652300 -10.483772 0.718 -1.151 0.650
O 1.999217 4.833770 -11.715782 -0.209 0.683 0.904
C 1.422757 4.422940 -9.125882 -0.285 -0.323 0.125
H 3.441127 6.020180 -8.713052 -0.266 0.501 -0.052
H 3.652347 7.100140 -10.195092 0.153 -0.169 0.216
H 4.019887 5.319710 -10.190782 0.175 0.213 -0.263
H 2.188387 3.647420 -9.147732 0.136 0.084 -0.366
H 0.453867 3.934190 -9.228142 -0.010 0.115 -0.537
H 1.407657 4.799670 -8.103162 0.179 0.690 -0.180
C 5.619407 -6.989570 -10.245432 1.152 -0.398 -1.312
S 6.113977 -7.416620 -11.990392 -0.128 1.847 -0.733
O 5.011187 -6.961590 -12.933812 1.346 -0.506 1.235
C 7.504877 -6.105450 -12.162462 -0.839 0.325 0.152
H 6.524297 -7.244750 -9.693922 -0.162 -0.267 0.296
H 4.818767 -7.711780 -10.085782 -0.126 0.526 0.443
H 5.442987 -5.924880 -10.092452 -0.550 -0.212 -0.225
H 8.251637 -6.284390 -12.936042 -0.285 -0.638 0.017
H 8.019727 -5.830770 -11.241822 -0.073 -0.576 0.241
H 6.984707 -5.193850 -12.456622 -0.334 -0.102 -0.113
C -8.449783 -0.847420 6.302258 1.073 -1.203 -0.032
C -7.247383 -0.208510 6.035348 0.214 -0.452 0.499
C -6.042223 -0.825550 6.402278 -0.992 0.060 -0.161
C -6.060003 -2.087660 6.988138 0.862 -0.309 0.011
C -7.250273 -2.867770 7.092138 0.699 0.976 -0.205
C -8.414123 -2.203790 6.757658 -1.130 1.188 -0.453
C -7.254283 -4.295730 7.588048 -0.895 -0.576 0.965
O -8.239503 -5.027910 7.423448 2.254 1.253 0.313
C -6.035043 -4.660600 8.481218 -0.124 -0.092 -0.739
C -5.985303 -5.834530 9.243718 -0.618 1.810 -0.165
C -4.900883 -6.018050 10.103048 -2.876 -2.844 -0.237
C -3.851293 -5.219060 10.124688 2.484 2.526 -0.028
C -3.854723 -4.029120 9.380918 -0.081 -0.740 0.561
C -4.927093 -3.774260 8.560318 -0.048 0.964 -1.511
C -4.776743 -2.571270 7.598038 1.831 0.205 0.524
O -3.655463 -2.033600 7.429378 -3.169 -1.304 0.312
H -9.369943 -0.325040 6.085888 -0.207 -0.289 0.074
H -7.207033 0.782470 5.607868 -0.151 0.077 -0.024
H -5.134303 -0.264850 6.235838 0.277 -0.327 0.274
H -9.377943 -2.682930 6.846378 0.059 -0.367 0.115
H -6.879073 -6.440250 9.270408 0.155 -0.349 -0.053
H -4.978053 -6.880820 10.748088 0.344 -0.178 0.086
H -2.975213 -5.448910 10.712948 -0.066 0.005 0.290
H -3.060553 -3.308900 9.511188 0.107 -0.033 -0.421
C 0.310247 -0.671990 -7.099692 -0.356 -0.993 0.182
C 1.422527 -1.328480 -6.620322 1.464 0.068 -0.560
C 1.667167 -1.508400 -5.286462 0.600 0.287 0.550
C 0.819707 -1.001320 -4.311162 0.506 -0.672 0.384
C -0.336643 -0.369020 -4.761832 -1.382 -0.121 0.225
C -0.615413 -0.333910 -6.152852 -0.906 0.848 1.346
C -1.382123 0.098160 -3.729472 -0.592 0.292 -0.699
O -2.468083 0.616110 -3.994712 1.774 -0.737 -0.392
C -1.036053 -0.140070 -2.302322 -0.606 -0.242 0.756
C -1.973743 0.275180 -1.340852 0.305 -0.037 1.427
C -1.829313 -0.048140 0.023358 0.617 -0.754 -1.417
C -0.754553 -0.849670 0.422168 0.562 1.117 -0.404
C 0.271157 -1.110990 -0.508762 -0.516 -0.461 -0.191
C 0.099137 -0.865000 -1.869382 -0.808 0.985 -0.016
C 1.114147 -1.352000 -2.849082 0.166 -0.237 0.415
O 2.048837 -2.051450 -2.460922 -0.997 1.055 -1.219
H 0.076027 -0.622480 -8.152822 0.097 0.126 -0.042
H 2.224147 -1.680610 -7.252632 -0.201 -0.035 -0.508
H 2.608757 -1.958730 -5.008942 -0.113 -0.271 0.267
H -1.621723 -0.070400 -6.443212 -0.029 0.502 0.018
H -2.863703 0.869660 -1.485722 0.145 0.004 -1.077
H -2.601773 0.299820 0.693148 0.103 -0.164 0.249
H -0.680583 -1.095770 1.471148 0.318 -0.218 0.005
H 1.230217 -1.567660 -0.313702 -0.149 -0.310 0.695
```
Positions in Å, forces in eV/Å.

Multiplicity = 1
Gap between HOMO and LUMO = 7.9 eV

And the Löwdin charges, in e, turn out to be: C -0.03; C -0.46; C -0.38; F 0.18; F 0.09; F 0.15; F 0.13; O -0.01; C -0.52; C -0.23; F 0.09; F 0.07; F 0.18; F 0.13; H 0.14; H 0.14; H 0.16; H 0.17; C -0.28; S 0.85; O -0.57; C -0.32; H 0.05; H 0.05; H 0.05; H 0.07; H 0.05; H 0.06; C -0.25; S 0.83; O -0.57; C -0.28; H 0.04; H 0.04; H 0.05; H 0.05; H 0.04; H 0.04; C -0.26; S 0.83; O -0.59; C -0.24; H 0.04; H 0.04; H 0.05; H 0.04; H 0.04; H 0.04; C -0.04; C -0.06; C 0.00; C -0.09; C -0.09; C 0.00; C -0.23; O 0.08; C -0.06; C 0.01; C -0.10; C -0.08; C 0.00; C -0.08; C -0.23; O 0.06; H 0.10; H 0.10; H 0.12; H 0.11; H 0.12; H 0.11; H 0.11; H 0.12; C -0.06; C -0.08; C -0.02; C -0.08; C -0.06; C -0.01; C -0.25; O 0.08; C -0.08; C 0.00; C -0.05; C -0.04; C 0.00; C -0.10; C -0.25; O 0.09; H 0.11; H 0.11; H 0.12; H 0.12; H 0.12; H 0.11; H 0.10; H 0.11